# 1
The following is a DFT calculation (wB97M-V/def2-TZVPD) of a cluster of 16 separate species, C32H96O16 in total in a non-equilibrium geometry.

```
! RIJCOSX wB97M-V def2-TZVPD def2/J DEFGRID3
* xyz 0 1
C -2.029 6.016 5.358
C -2.589 4.606 5.202
O -1.777 4.050 4.132
H -0.946 6.027 5.481
H -2.512 6.414 6.250
H -2.310 6.428 4.388
H -3.652 4.560 4.965
H -2.279 4.196 6.163
H -2.315 4.083 3.337
C 1.938 -2.560 3.739
C 1.432 -1.549 4.765
O 0.866 -0.442 4.052
H 1.249 -2.656 2.900
H 2.106 -3.540 4.186
H 2.906 -2.261 3.337
H 2.140 -1.188 5.512
H 0.654 -2.046 5.345
H 0.017 -0.250 4.456
C 2.123 4.345 2.468
C 1.512 2.986 2.476
O 2.455 1.942 2.493
H 2.373 4.679 1.461
H 2.980 4.293 3.140
H 1.532 5.139 2.925
H 0.782 2.873 1.674
H 0.885 2.931 3.365
H 2.143 1.118 2.874
C -5.544 -2.516 2.184
C -5.461 -2.489 0.685
O -4.962 -1.258 0.081
H -6.128 -3.392 2.469
H -6.141 -1.686 2.561
H -4.611 -2.466 2.746
H -6.503 -2.577 0.377
H -4.898 -3.356 0.342
H -5.336 -1.068 -0.783
C 5.337 1.148 -0.206
C 4.038 0.306 -0.150
O 2.987 1.142 -0.041
H 6.219 0.519 -0.085
H 5.318 1.924 0.558
H 5.457 1.501 -1.230
H 4.063 -0.219 0.805
H 3.963 -0.409 -0.971
H 2.907 1.768 0.682
C -3.086 -3.903 5.221
C -3.783 -4.225 6.556
O -3.226 -5.481 7.207
H -2.912 -4.702 4.501
H -2.055 -3.574 5.351
H -3.511 -3.020 4.743
H -4.853 -4.287 6.358
H -3.820 -3.387 7.252
H -2.424 -5.264 7.688
C 2.986 2.975 -5.089
C 3.215 1.577 -4.433
O 4.588 1.412 -4.208
H 3.545 3.142 -6.010
H 3.329 3.728 -4.379
H 1.943 3.183 -5.330
H 2.790 0.770 -5.030
H 2.734 1.612 -3.456
H 4.805 0.517 -3.937
C 7.027 -1.529 -5.222
C 6.196 -2.283 -4.237
O 5.215 -1.399 -3.958
H 6.432 -1.394 -6.125
H 7.884 -1.986 -5.715
H 7.227 -0.497 -4.934
H 6.812 -2.531 -3.373
H 5.710 -3.196 -4.583
H 4.354 -1.816 -4.037
C -3.153 0.147 3.051
C -2.775 0.331 4.486
O -1.542 1.006 4.479
H -4.183 0.436 2.839
H -3.065 -0.910 2.797
H -2.549 0.735 2.360
H -2.653 -0.634 4.977
H -3.563 0.869 5.014
H -1.658 1.946 4.325
C 3.320 -2.382 -7.394
C 1.850 -2.446 -6.988
O 1.796 -3.329 -5.912
H 3.400 -1.631 -8.180
H 3.754 -3.276 -7.843
H 3.914 -2.016 -6.557
H 1.176 -2.865 -7.736
H 1.539 -1.484 -6.581
H 1.535 -2.838 -5.130
C -1.624 -4.772 -0.532
C -1.209 -6.123 -1.046
O -1.331 -6.966 0.106
H -1.260 -4.580 0.477
H -2.695 -4.571 -0.543
H -1.264 -3.984 -1.194
H -0.166 -6.209 -1.352
H -1.748 -6.455 -1.933
H -2.248 -7.242 0.171
C 4.631 4.774 -1.906
C 5.404 5.015 -3.248
O 6.084 3.842 -3.646
H 4.082 3.832 -1.925
H 3.943 5.590 -1.684
H 5.324 4.801 -1.066
H 6.198 5.735 -3.050
H 4.764 5.384 -4.049
H 5.451 3.137 -3.796
C -0.282 -0.281 0.998
C 0.899 -1.133 0.513
O 1.360 -0.806 -0.794
H 0.069 0.728 1.214
H -0.690 -0.616 1.952
H -1.216 -0.297 0.436
H 0.656 -2.190 0.615
H 1.741 -0.990 1.191
H 1.733 0.075 -0.719
C -8.475 1.565 1.073
C -7.220 2.235 0.556
O -6.053 1.615 1.091
H -8.466 1.634 2.161
H -8.406 0.508 0.816
H -9.406 2.011 0.723
H -7.210 3.285 0.848
H -7.243 2.127 -0.529
H -5.948 0.750 0.687
C -0.958 -2.393 -4.111
C -0.048 -1.250 -3.696
O 1.237 -1.713 -3.372
H -1.977 -2.056 -4.301
H -1.011 -3.132 -3.312
H -0.758 -2.824 -5.091
H -0.460 -0.820 -2.783
H -0.014 -0.500 -4.485
H 1.405 -1.510 -2.449
C -1.689 1.902 -1.620
C -2.808 2.600 -0.764
O -2.087 3.382 0.233
H -1.251 2.612 -2.322
H -1.949 1.019 -2.204
H -0.948 1.397 -1.000
H -3.292 1.801 -0.202
H -3.519 3.197 -1.335
H -2.706 3.695 0.897
*
```

Results
total energy	-67494.5344	eV
Kohn-Sham gap	9.43	eV
HOMO	-9.3275	eV
LUMO energy	0.1	eV
M	737.1	g mol⁻¹
energy relative to the best compared isomer or geometry (same formula, charge and spin)	474.0	kJ/mol

# 2
The following is a DFT calculation (wB97M-V/def2-TZVPD) of a cluster of 16 separate species, C32H96O16S16 in total in a non-equilibrium geometry.

```
! RIJCOSX wB97M-V def2-TZVPD def2/J DEFGRID3
* xyz 0 1
C 0.017 -3.822 6.354
S -0.438 -3.815 4.567
O 0.466 -4.997 4.154
C -2.147 -4.301 4.624
H 0.167 -4.911 6.522
H -0.695 -3.242 6.969
H 0.921 -3.328 6.543
H -2.691 -3.571 5.195
H -2.313 -5.312 5.048
H -2.417 -4.168 3.585
C -1.191 1.235 4.769
S -1.139 -0.451 4.290
O -2.129 -0.572 3.177
C 0.559 -0.446 3.572
H -0.477 1.547 5.500
H -2.173 1.238 5.294
H -1.278 1.881 3.880
H 1.336 -0.078 4.283
H 0.555 0.229 2.742
H 0.725 -1.452 3.240
C -4.971 -0.516 4.433
S -5.543 -1.757 3.208
O -5.872 -2.976 4.059
C -7.100 -1.063 2.827
H -3.978 -0.829 4.669
H -5.614 -0.687 5.286
H -5.074 0.475 4.025
H -7.688 -1.505 1.999
H -6.817 -0.127 2.439
H -7.780 -1.232 3.734
C 3.916 -1.379 1.566
S 3.716 0.240 0.728
O 4.851 1.060 1.186
C 4.213 -0.359 -0.934
H 4.949 -1.728 1.459
H 3.311 -2.082 0.984
H 3.483 -1.271 2.605
H 4.214 0.392 -1.719
H 3.350 -0.901 -1.228
H 5.182 -0.895 -0.884
C 3.914 5.122 -0.262
S 2.887 4.517 -1.661
O 1.502 4.172 -1.194
C 2.623 6.166 -2.290
H 4.853 5.524 -0.683
H 4.066 4.317 0.459
H 3.435 6.025 0.068
H 3.569 6.655 -2.628
H 1.984 6.888 -1.715
H 1.988 6.142 -3.235
C -4.837 -3.850 0.045
S -5.766 -2.634 -0.743
O -5.000 -2.208 -1.920
C -7.213 -3.502 -1.291
H -3.907 -3.341 0.084
H -4.645 -4.802 -0.455
H -5.317 -4.031 1.006
H -7.534 -4.188 -0.551
H -6.905 -3.915 -2.270
H -7.978 -2.729 -1.550
C -3.555 -0.982 -5.372
S -2.851 0.585 -4.918
O -2.163 0.374 -3.586
C -1.583 0.658 -6.165
H -2.735 -1.714 -5.458
H -4.135 -1.042 -6.263
H -4.227 -1.326 -4.558
H -0.833 -0.129 -5.984
H -1.085 1.634 -6.184
H -2.113 0.468 -7.110
C 0.069 0.538 -1.208
S 0.208 -1.215 -1.047
O 1.306 -1.538 -0.077
C -1.371 -1.373 -0.111
H -0.946 0.697 -1.518
H 0.876 0.964 -1.856
H 0.317 0.977 -0.170
H -1.115 -0.783 0.761
H -1.486 -2.378 0.233
H -2.222 -0.983 -0.650
C 7.773 2.628 -1.658
S 6.648 2.962 -2.968
O 5.641 3.904 -2.378
C 7.680 3.970 -4.092
H 8.528 1.890 -1.982
H 7.236 2.159 -0.828
H 8.203 3.595 -1.317
H 8.680 3.565 -4.318
H 7.965 4.935 -3.668
H 7.234 4.116 -5.069
C 3.542 2.723 7.366
S 3.904 1.754 5.818
O 2.754 0.803 5.781
C 3.647 3.066 4.578
H 3.740 2.085 8.209
H 2.491 2.924 7.349
H 4.174 3.608 7.429
H 3.756 2.626 3.623
H 4.289 3.924 4.780
H 2.571 3.379 4.680
C -4.173 0.892 -0.852
S -4.304 2.565 -0.064
O -5.378 2.291 1.008
C -2.625 2.573 0.695
H -5.272 0.625 -0.948
H -3.731 0.267 -0.027
H -3.637 0.985 -1.838
H -1.885 2.503 -0.102
H -2.494 1.669 1.357
H -2.439 3.564 1.211
C -0.220 -5.373 -2.971
S -0.954 -3.762 -3.109
O -0.480 -3.217 -4.365
C -2.708 -4.325 -3.255
H 0.819 -5.238 -2.725
H -0.390 -5.888 -3.904
H -0.746 -5.806 -2.151
H -2.740 -5.419 -3.128
H -3.030 -4.052 -4.289
H -3.366 -3.799 -2.590
C 0.683 3.096 1.733
S -0.080 4.224 2.948
O 0.321 3.851 4.380
C 1.010 5.593 2.579
H 1.749 2.886 2.041
H 0.583 3.657 0.770
H 0.086 2.190 1.786
H 0.955 5.944 1.573
H 1.986 5.229 2.776
H 0.700 6.404 3.199
C 2.362 -2.027 -4.187
S 1.434 -0.514 -4.560
O 2.084 0.590 -3.784
C 2.065 -0.362 -6.191
H 1.845 -2.895 -4.647
H 2.244 -2.084 -3.119
H 3.370 -1.954 -4.600
H 3.108 -0.654 -6.299
H 2.013 0.698 -6.450
H 1.486 -0.888 -6.924
C -1.549 3.361 -2.864
S -0.760 4.043 -4.342
O -0.555 5.479 -3.958
C 0.743 3.053 -4.256
H -2.541 3.739 -2.772
H -0.974 3.688 -1.948
H -1.449 2.288 -2.907
H 0.990 2.839 -3.224
H 1.546 3.668 -4.658
H 0.502 2.176 -4.876
C 1.449 -4.817 0.749
S -0.335 -5.034 1.173
O -1.155 -4.959 -0.069
C -0.194 -6.778 1.683
H 1.851 -5.644 0.129
H 2.054 -4.827 1.688
H 1.615 -3.877 0.221
H -1.214 -7.206 1.752
H 0.501 -6.812 2.549
H 0.291 -7.316 0.892
*
```

Results
total energy	-240850.4493	eV
Kohn-Sham gap	8.44	eV
HOMO	-8.1787	eV
LUMO energy	0.3	eV
M	1250.2	g mol⁻¹
energy relative to the best compared isomer or geometry (same formula, charge and spin)	114.3	kJ/mol

# 3
The following is a DFT calculation (wB97M-V/def2-TZVPD) of a cluster of 16 separate species, C32H96O32 in total in a non-equilibrium geometry.

```
! RIJCOSX wB97M-V def2-TZVPD def2/J DEFGRID3
* xyz 0 1
C 3.807 -2.059 2.705
C 2.663 -1.789 1.753
O 1.487 -1.478 2.503
O 4.902 -2.546 2.056
H 3.522 -2.828 3.423
H 4.023 -1.090 3.154
H 2.499 -2.638 1.089
H 2.966 -0.968 1.102
H 0.708 -1.486 1.941
H 4.823 -3.487 1.885
C 1.320 -1.304 -3.575
C 0.274 -2.210 -2.934
O 0.468 -2.225 -1.493
O 1.059 -0.032 -3.212
H 1.074 -1.319 -4.637
H 2.309 -1.727 -3.402
H 0.359 -3.226 -3.319
H -0.660 -1.851 -3.366
H -0.205 -2.772 -1.082
H 1.034 -0.026 -2.252
C 3.386 -4.559 -1.380
C 3.496 -5.937 -0.794
O 2.705 -6.830 -1.616
O 3.788 -4.521 -2.735
H 3.985 -3.866 -0.789
H 2.387 -4.132 -1.298
H 3.078 -5.842 0.208
H 4.534 -6.262 -0.728
H 3.201 -6.891 -2.435
H 4.733 -4.678 -2.676
C 1.386 2.578 2.798
C 0.148 2.182 3.549
O -0.822 3.277 3.482
O 0.963 2.820 1.387
H 2.167 1.820 2.868
H 1.810 3.465 3.269
H 0.411 2.012 4.593
H -0.320 1.313 3.087
H -0.811 3.481 2.544
H 1.431 3.632 1.180
C -3.128 -3.528 -1.892
C -2.668 -4.217 -0.537
O -1.252 -4.217 -0.336
O -3.023 -2.031 -2.025
H -4.168 -3.767 -2.116
H -2.602 -3.973 -2.736
H -2.949 -5.249 -0.323
H -3.016 -3.571 0.269
H -1.019 -4.645 0.492
H -3.439 -1.822 -2.864
C -1.517 5.092 -1.205
C -1.229 5.965 -2.402
O -1.012 5.275 -3.606
O -2.610 4.206 -1.452
H -1.578 5.621 -0.254
H -0.615 4.505 -1.034
H -0.286 6.463 -2.179
H -1.941 6.781 -2.525
H -1.559 4.490 -3.535
H -2.329 3.315 -1.235
C 5.478 -0.117 -1.787
C 6.343 -1.167 -1.077
O 7.415 -1.696 -1.826
O 5.013 -0.600 -3.012
H 6.065 0.801 -1.828
H 4.605 0.126 -1.180
H 5.754 -2.003 -0.701
H 6.703 -0.644 -0.191
H 7.087 -2.482 -2.268
H 4.494 0.110 -3.397
C -1.451 6.593 3.519
C -1.065 8.098 3.531
O -0.520 8.612 4.782
O -0.529 5.884 4.384
H -1.342 6.219 2.501
H -2.430 6.302 3.899
H -1.838 8.748 3.122
H -0.197 8.282 2.897
H -0.334 9.544 4.646
H -0.547 4.953 4.150
C 0.852 -6.327 2.444
C 0.102 -7.513 3.011
O -0.500 -7.249 4.248
O -0.043 -5.200 2.106
H 1.303 -6.687 1.519
H 1.633 -5.947 3.103
H 0.721 -8.408 3.079
H -0.659 -7.781 2.278
H -0.854 -6.356 4.259
H 0.102 -4.511 2.759
C -1.500 0.363 7.306
C -1.583 1.942 7.218
O -2.970 2.311 7.089
O -2.136 -0.050 8.482
H -0.461 0.049 7.409
H -1.981 -0.095 6.442
H -0.976 2.288 6.381
H -1.184 2.311 8.163
H -3.029 3.231 7.357
H -2.914 0.511 8.453
C -2.022 0.608 -0.529
C -1.832 -0.365 0.676
O -0.484 -0.646 0.783
O -1.507 1.969 -0.239
H -3.067 0.578 -0.841
H -1.403 0.247 -1.350
H -2.316 -1.337 0.589
H -2.182 0.024 1.633
H -0.062 -1.063 0.028
H -0.692 1.862 0.257
C -2.611 -3.332 -5.843
C -4.084 -2.966 -5.627
O -4.055 -1.829 -4.775
O -1.960 -2.606 -6.852
H -2.586 -4.397 -6.075
H -2.000 -3.265 -4.943
H -4.659 -3.686 -5.045
H -4.551 -2.752 -6.588
H -3.894 -1.154 -5.438
H -1.228 -3.110 -7.214
C -0.304 -4.258 6.176
C -0.086 -3.096 5.218
O 0.642 -3.372 4.037
O -1.491 -4.916 5.910
H -0.473 -3.856 7.175
H 0.644 -4.785 6.288
H 0.614 -2.412 5.698
H -1.002 -2.534 5.038
H 1.065 -2.609 3.636
H -1.664 -5.404 6.718
C -5.362 6.000 -0.288
C -4.908 6.160 1.202
O -4.347 7.457 1.397
O -4.301 6.362 -1.225
H -6.196 6.650 -0.555
H -5.719 5.001 -0.535
H -3.982 5.636 1.439
H -5.757 6.135 1.885
H -3.903 7.748 0.598
H -3.815 5.545 -1.359
C -1.100 1.130 -7.107
C 0.142 0.210 -7.034
O 1.067 0.473 -8.110
O -1.991 0.678 -8.089
H -0.832 2.166 -7.311
H -1.644 1.072 -6.164
H -0.093 -0.853 -7.082
H 0.638 0.376 -6.077
H 0.908 -0.174 -8.801
H -2.027 -0.266 -7.917
C 2.540 3.102 -2.493
C 3.951 3.688 -2.141
O 4.362 4.584 -3.138
O 2.710 2.232 -3.622
H 1.713 3.792 -2.656
H 2.334 2.466 -1.633
H 4.678 2.877 -2.099
H 3.715 4.127 -1.172
H 3.743 5.297 -3.310
H 1.950 1.655 -3.729
*
```

Results
total energy	-100250.4628	eV
Kohn-Sham gap	9.62	eV
HOMO	-9.6077	eV
LUMO energy	0.0	eV
M	993.1	g mol⁻¹
energy relative to the best compared isomer or geometry (same formula, charge and spin)	463.6	kJ/mol